(1)
Below is C31H29Cl3GeN8O2SW as an isolated structure, with properties calculated with ωB97M-V/def2-TZVPD.

ORCA input file:
```
! RIJCOSX wB97M-V def2-TZVPD def2/J DEFGRID3
* xyz 3 2
W -0.2455 0.8911 0.3480
O -4.3234 1.2964 7.4714
C -4.4192 0.8134 6.2267
O -5.4354 0.3400 5.8217
C -3.2007 0.8768 5.3233
C -3.2961 0.1427 4.1448
C -2.2610 0.1561 3.2350
C -1.1176 0.8981 3.4892
C -1.0150 1.6544 4.6475
C -2.0592 1.6320 5.5625
N -0.0350 0.8732 2.5218
C 1.1704 0.9532 2.9352
C 2.2702 0.9480 1.9692
C 3.5873 1.0169 2.3433
C 4.5704 0.9565 1.3506
C 4.1802 0.7992 0.0379
C 2.8252 0.7391 -0.2721
N 1.8919 0.8323 0.6747
H -3.4395 1.6034 7.7019
H -4.2017 -0.4214 3.9630
H -2.3532 -0.4310 2.3313
H -0.1680 2.3044 4.8340
H -1.9652 2.2491 6.4476
H 1.3944 0.9885 3.9983
H 3.8467 1.1178 3.3896
H 5.6188 1.0266 1.6112
H 4.9076 0.7288 -0.7595
H 2.4862 0.6234 -1.2911
C -0.2097 -3.8808 -2.5956
C -0.1872 -3.2669 -3.9959
C 0.9702 -3.8932 -4.7859
C -1.5232 -3.5746 -4.6891
C -0.0087 -1.7505 -3.9467
C 0.0983 -1.0242 -5.1455
C 0.2310 0.3503 -5.1785
C 0.2480 1.0259 -3.9649
S 0.3579 2.7472 -3.6733
C 0.2583 2.5165 -2.0231
N 0.1023 1.2068 -1.6551
C 0.1383 0.3372 -2.7710
C 0.0239 -1.0500 -2.7501
C 0.3519 3.5089 -0.9836
C 0.5311 4.8698 -1.2165
C 0.6716 5.7257 -0.1361
C 0.6350 5.2145 1.1545
C 0.4352 3.8523 1.3844
C 0.2871 2.9885 0.3145
H -0.3062 -4.9629 -2.6776
H -1.0630 -3.5267 -2.0048
H 0.7186 -3.6748 -2.0524
H 0.8549 -4.9774 -4.8061
H 1.9372 -3.6633 -4.3329
H 0.9909 -3.5502 -5.8203
H -1.6857 -4.6528 -4.7161
H -1.5347 -3.2139 -5.7184
H -2.3633 -3.1181 -4.1600
H 0.0732 -1.5553 -6.0877
H 0.3071 0.8761 -6.1214
H -0.0381 -1.5718 -1.8086
H 0.5575 5.2609 -2.2274
H 0.8089 6.7859 -0.2966
H 0.7524 5.8836 1.9976
H 0.3803 3.5060 2.4089
N 2.2804 -4.0166 0.3992
N 1.3358 -3.0895 0.6775
N 0.2250 -3.4146 1.3073
C -0.4386 -2.2706 1.2753
N 0.2621 -1.3179 0.6412
N 1.4212 -1.8722 0.2669
H 2.1942 -4.8282 0.9963
H 3.1933 -3.6174 0.2411
H -1.4214 -2.1543 1.7026
Cl -3.0973 0.4422 -2.5783
Ge -2.4819 -0.1525 -0.6515
Cl -2.3653 2.0252 0.4959
Cl -4.1226 -1.0913 0.2508
*
```

## Properties
M   940.50 g/mol
Lowest unoccupied orbital energy (alpha / beta)   -11.5 / -11.0 eV
F_max   0.0249 Eh/bohr
Electronic energy   -5709.169132 a.u.
E_HOMO (alpha / beta)   -16.633 / -16.641 eV
Orbital gap (alpha / beta)   5.16 / 5.63 eV

=====

(2)
Below is a 2-piece molecular cluster, C11H15N overall, with properties calculated with ωB97M-V/def2-TZVPD.

ORCA input file:
```
! RIJCOSX wB97M-V def2-TZVPD def2/J DEFGRID3
* xyz 0 1
C -2.8674 2.1518 -0.7163
C -1.4375 1.7750 -0.2500
C -0.9545 1.8880 1.0243
N 0.2633 1.3180 1.1821
C 0.6201 0.8063 -0.0927
C 1.8329 0.0832 -0.5503
C 1.8032 -0.1578 -1.8019
C 0.6963 0.1433 -2.7565
C -0.4627 0.5813 -2.3045
C -0.4621 0.9987 -0.9240
H -3.3014 1.3449 -1.4342
H -2.9856 3.1111 -1.1447
H -3.4945 1.9844 0.2346
H -1.5032 2.3294 1.8148
H 0.8866 1.1948 1.9662
H 2.6914 -0.3061 0.0744
H 2.5516 -0.9590 -2.2320
H 0.9351 -0.2832 -3.7896
H -1.2711 0.8768 -3.0210
C 0.5313 -2.1522 2.4956
C 1.1062 -2.6149 1.2039
H -0.3733 -2.6589 2.7599
H 1.2516 -2.3443 3.3589
H 0.4525 -1.0348 2.4495
H 0.5012 -2.4474 0.2702
H 1.9579 -1.9527 1.1313
H 1.0322 -3.6755 1.0518
*
```

## Properties
Structure (SMILES)   Cc1c[nH]c2ccccc12.CC
M   161.25 g/mol
Lowest unoccupied orbital energy   0.9 eV
F_max   0.1537 Eh/bohr
Electronic energy   -482.824954 a.u.
E_HOMO   -7.921 eV
ΔE to the lowest compared entry with this formula, charge and spin   236.9 kJ/mol
Orbital gap   8.84 eV

=====

(3)
Below is C36H78Cl2N9O16Tl as an isolated structure, with properties calculated with ωB97M-V/def2-TZVPD.

ORCA input file:
```
! RIJCOSX wB97M-V def2-TZVPD def2/J DEFGRID3
* xyz 0 1
Tl -0.0532 -0.5149 0.2467
C -4.4823 -0.5707 -1.8216
C -3.1212 -0.2760 -1.3136
O -2.1390 -0.7695 -2.0326
O -2.9588 0.4231 -0.2830
H -4.7290 0.0208 -2.7033
H -5.2052 -0.2506 -1.0713
H -4.6561 -1.6456 -1.8729
O 0.2379 2.5816 0.0333
C 1.4947 3.0803 0.5121
C 2.1993 2.2484 1.6803
O 2.4707 0.8940 1.5269
H 1.3573 4.1181 0.8157
H 2.1901 3.1559 -0.3237
H 1.5847 2.4629 2.5546
H 3.1199 2.8125 1.8299
C 1.3287 4.9419 -2.7774
C 1.0865 3.5638 -3.3959
O 1.7791 3.7096 -4.6475
C 2.3270 4.9565 -4.8086
O 3.0704 5.3053 -5.7699
O 2.1734 5.5930 -3.6477
H 1.7426 4.8756 -1.7713
H 0.3415 5.4013 -2.7265
H 0.0603 3.4182 -3.7332
H 1.4399 2.8536 -2.6484
C -5.6798 -0.1210 2.2199
C -5.9463 1.3414 2.0830
O -6.8668 1.7597 2.7785
N -5.2561 2.0590 1.1737
C -5.4782 3.4628 0.9061
H -6.0345 -0.5339 3.1643
H -4.6263 -0.3680 2.0887
H -6.3119 -0.5909 1.4664
H -4.4801 1.7102 0.6293
H -6.0529 3.9140 1.7149
H -6.0331 3.6183 -0.0191
H -4.5008 3.9393 0.8304
C 3.2941 -0.2092 -3.6964
C 2.8320 0.3008 -2.3527
O 1.6585 0.3948 -2.0173
N 3.7816 0.5389 -1.4162
C 5.2588 0.4809 -1.5261
H 4.3587 -0.4329 -3.7652
H 3.1729 0.5961 -4.4208
H 2.6725 -1.0584 -3.9803
H 3.3950 1.0466 -0.6333
H 5.5835 1.2317 -2.2465
H 5.6277 -0.4055 -2.0422
H 5.7278 0.4984 -0.5423
C -3.1383 3.3866 -1.7919
C -2.7751 4.7288 -1.1071
O -3.4616 5.6935 -1.1424
N -1.5787 4.7507 -0.5913
C -1.0969 5.8326 0.2563
H -3.9158 3.4541 -2.5529
H -3.6210 2.7730 -1.0312
H -2.2262 2.9302 -2.1765
H -1.1603 3.8326 -0.5454
H -0.1177 6.2344 -0.0043
H -1.1988 5.5980 1.3159
H -1.7726 6.6815 0.1523
C 1.1927 -0.5871 4.6312
C 0.3687 -1.6339 3.9674
O 0.3916 -1.7551 2.7599
N -0.3138 -2.4370 4.7768
C -1.2262 -3.5090 4.2496
H 1.9428 -0.2232 3.9291
H 1.7937 -0.9814 5.4506
H 0.3790 0.1057 4.8459
H 0.1010 -2.6334 5.6765
H -1.6539 -3.4264 3.2505
H -2.0845 -3.3911 4.9110
H -0.8176 -4.5176 4.3127
C -2.2104 2.4760 3.1481
C -2.3194 1.0126 3.4895
O -1.9907 0.1312 2.6749
N -2.7427 0.7813 4.7390
C -3.2008 -0.4456 5.4154
H -1.1711 2.5824 2.8370
H -2.3060 3.1186 4.0233
H -2.7431 2.8865 2.2903
H -2.5392 1.5396 5.3743
H -3.1279 -1.2330 4.6652
H -4.2186 -0.4941 5.8023
H -2.5244 -0.6867 6.2355
C 3.9937 -3.2636 -0.9104
C 3.1204 -3.3201 0.3603
O 2.0273 -2.7894 0.4164
N 3.6395 -4.1092 1.2126
C 2.8898 -4.7058 2.3201
H 4.1071 -2.2866 -1.3801
H 3.5682 -3.9027 -1.6842
H 5.0239 -3.4653 -0.6170
H 4.5170 -4.5082 0.9111
H 3.3748 -4.3019 3.2088
H 2.8569 -5.7888 2.4394
H 1.8190 -4.5026 2.3099
C 1.0015 -4.3710 -3.6379
C 0.1713 -3.2059 -2.9867
O 0.6907 -2.3728 -2.2263
N -1.1514 -3.1548 -3.3806
C -1.8571 -3.9649 -4.3110
H 1.0549 -4.0697 -4.6841
H 0.5328 -5.3500 -3.5381
H 1.9436 -4.1524 -3.1352
H -1.5450 -2.4016 -2.8348
H -1.6870 -5.0241 -4.1177
H -1.9250 -3.6189 -5.3424
H -2.8855 -3.6395 -4.1541
C 6.2696 2.7559 1.3404
C 6.1807 1.7242 2.4903
O 7.0089 1.7756 3.4093
N 5.2010 0.8602 2.4797
C 5.0558 -0.1624 3.5394
H 7.3133 2.9251 1.0753
H 5.9112 3.6412 1.8657
H 5.6781 2.4543 0.4760
H 4.3234 0.8141 1.9819
H 6.0557 -0.2169 3.9699
H 4.7482 -1.1141 3.1063
H 4.4297 0.0918 4.3947
C -3.5110 -3.3155 0.9144
C -2.2523 -3.8485 0.3402
O -1.2435 -3.1695 0.4743
N -2.2748 -5.1246 -0.2324
C -1.1438 -5.9812 -0.5519
H -3.7035 -3.8049 1.8692
H -4.2890 -3.4841 0.1698
H -3.3465 -2.2522 1.0887
H -3.1776 -5.4720 -0.5229
H -0.6828 -5.6171 -1.4701
H -1.5299 -6.9629 -0.8264
H -0.3262 -6.0471 0.1659
Cl 1.3526 1.1962 -6.4080
C 0.2864 -0.0133 -5.6672
C -0.6560 0.7201 -4.7157
Cl -1.8597 1.7164 -5.6266
H 0.9723 -0.7041 -5.1769
H -0.2282 -0.5082 -6.4908
H -0.2232 1.3070 -3.9055
H -1.2921 -0.0510 -4.2811
*
```

## Properties
M   1168.36 g/mol
Lowest unoccupied orbital energy   -4.5 eV
F_max   0.1107 Eh/bohr
Electronic energy   -4207.871191 a.u.
E_HOMO   -8.785 eV
Orbital gap   4.32 eV

=====

(4)
Below is C18H15BN7O4Zn as an isolated structure, with properties calculated with ωB97M-V/def2-TZVPD.

ORCA input file:
```
! RIJCOSX wB97M-V def2-TZVPD def2/J DEFGRID3
* xyz -1 1
Zn -3.8079 -8.3577 14.9172
C -6.2577 -6.7296 11.8133
C -5.5513 -7.8267 12.4048
N -4.8425 -7.3821 13.4312
N -5.0436 -6.0476 13.5296
C -5.8815 -5.6356 12.5771
B -4.3729 -5.2194 14.7080
N -4.7007 -5.8451 16.0698
C -5.2896 -5.2214 17.1315
C -5.4976 -6.1520 18.1087
C -4.9847 -7.3320 17.5854
N -4.4613 -7.1334 16.3862
N -2.8672 -5.2464 14.5175
C -2.0161 -4.1978 14.4717
C -0.7274 -4.6789 14.3534
C -0.8997 -6.0624 14.2367
N -2.1729 -6.3914 14.3321
H -6.9432 -6.7592 11.0004
H -5.4957 -8.8793 12.1633
H -6.1699 -4.6073 12.4611
H -4.7205 -4.1223 14.5869
H -5.5558 -4.2081 17.0632
H -5.8490 -6.0479 19.1129
H -4.9956 -8.2813 18.0550
H -2.3934 -3.1980 14.6125
H 0.1841 -4.0460 14.3223
H -0.1227 -6.8093 14.2399
O -7.3277 -9.5968 15.9451
C -6.3581 -10.0021 15.3171
O -5.1363 -9.8428 15.6133
C -6.5720 -11.0096 14.1319
C -5.5106 -11.7334 13.5892
C -5.6520 -12.7296 12.6329
C -6.9742 -13.0653 12.3788
O -7.4602 -14.0996 11.6355
C -8.8158 -13.6951 11.4153
O -9.2148 -13.0420 12.5829
C -8.0649 -12.3894 12.9684
C -7.8974 -11.3491 13.8299
H -4.4979 -11.4535 13.8919
H -4.8380 -13.2543 12.2001
H -9.4619 -14.5549 11.2031
H -8.7978 -12.9731 10.6359
H -8.7125 -10.8724 14.3787
N -1.5187 -10.4809 14.2544
C -2.3138 -9.6640 14.4165
*
```

## Properties
M   469.56 g/mol
Lowest unoccupied orbital energy   2.8 eV
F_max   0.0398 Eh/bohr
Electronic energy   -3183.570718 a.u.
E_HOMO   -5.553 eV
Orbital gap   8.30 eV

=====

(5)
Below is one molecule with the formula C14H14N2O4S, with properties calculated with ωB97M-V/def2-TZVPD.

ORCA input file:
```
! RIJCOSX wB97M-V def2-TZVPD def2/J DEFGRID3
* xyz 0 1
C -5.1487 -0.9341 0.9278
O -4.5639 -0.5501 -0.3129
C -3.5806 0.3362 -0.2624
O -3.2086 0.9106 0.7244
C -3.0024 0.5295 -1.6542
S -1.5978 1.6695 -1.6554
C -0.4934 1.1023 -0.4009
C -0.4174 -0.1138 0.1846
C -1.2348 -1.2127 -0.0723
N -1.8727 -2.1600 -0.2188
C 0.6972 -0.3533 1.1967
C 1.9354 -0.7819 0.4731
C 2.6390 -1.9475 0.4902
C 3.7251 -1.7664 -0.4030
C 3.6057 -0.5057 -0.9051
C 4.4303 0.2624 -1.8732
O 2.5160 0.0964 -0.3791
C 0.9298 0.9336 1.9905
C 1.1852 2.1025 1.0686
O 1.9560 3.0036 1.2835
N 0.3956 2.0966 -0.0548
H -6.1173 -1.3653 0.6892
H -5.2574 -0.0666 1.5810
H -4.5107 -1.6762 1.4108
H -2.7235 -0.4335 -2.0807
H -3.7488 0.9982 -2.2977
H 0.4052 -1.1623 1.8720
H 2.4153 -2.8228 1.0650
H 4.4889 -2.4797 -0.6351
H 4.7077 1.2252 -1.4466
H 3.8699 0.4497 -2.7891
H 5.3284 -0.2972 -2.1156
H 1.7723 0.8268 2.6739
H 0.0344 1.1702 2.5734
H 0.4408 2.9157 -0.6481
*
```

## Properties
Structure (SMILES)   COC(=O)CSC1=C(C#N)[C@@H](c2ccc(C)o2)CC(=O)N1
M   306.34 g/mol
Lowest unoccupied orbital energy   0.4 eV
F_max   0.0230 Eh/bohr
Electronic energy   -1350.549483 a.u.
E_HOMO   -8.308 eV
ΔE to the lowest compared entry with this formula, charge and spin   70.4 kJ/mol
Orbital gap   8.74 eV

=====

(6)
Below is an isolated ion of composition C5H11N2O and charge +1, with properties calculated with ωB97M-V/def2-TZVPD.

ORCA input file:
```
! RIJCOSX wB97M-V def2-TZVPD def2/J DEFGRID3
* xyz 1 1
N 3.4383 -0.4591 -0.4485
C 2.2909 -0.1242 0.1983
C 1.1871 0.3198 -0.4385
C -0.0468 0.7688 0.2939
C -1.1534 -0.2748 0.2202
N -2.3454 0.0581 1.0580
C -1.6958 -0.3912 -1.2233
O -2.8802 -0.2388 -1.3995
H 3.5698 -0.4515 -1.4389
H 4.1488 -0.8772 0.1212
H 2.2962 -0.1334 1.2799
H 1.1746 0.4990 -1.5058
H 0.1661 1.1041 1.3148
H -0.4205 1.6887 -0.1833
H -0.7938 -1.2711 0.4862
H -3.0084 -0.7092 1.0970
H -2.8510 0.8316 0.6221
H -2.0453 0.3364 1.9928
H -1.0314 -0.6760 -2.0466
*
```

## Properties
Structure (SMILES)   N/C=C/C[C@@H]([NH3+])C=O
M   115.16 g/mol
Lowest unoccupied orbital energy   -3.5 eV
F_max   0.0337 Eh/bohr
Electronic energy   -381.592831 a.u.
E_HOMO   -11.572 eV
ΔE to the lowest compared entry with this formula, charge and spin   186.8 kJ/mol
Orbital gap   8.10 eV

=====

(7)
Below is an isolated ion of composition C6H6N and charge +1, with properties calculated with ωB97M-V/def2-TZVPD.

ORCA input file:
```
! RIJCOSX wB97M-V def2-TZVPD def2/J DEFGRID3
* xyz 1 1
C 0.9182 2.2855 -1.3412
C 0.6024 0.9461 -1.4978
C 1.0128 -0.1432 0.9029
C -0.4622 -0.4428 0.7863
C 0.2846 1.9638 -0.1786
C 0.2665 0.4505 -0.0650
N -0.9485 -1.7616 0.2566
H 0.9953 3.1808 -1.8352
H 1.8219 -0.3793 1.3974
H -1.2039 0.0183 1.4150
H -0.3265 -2.0884 -0.4136
H -1.8154 -1.5570 -0.2586
H -1.1453 -2.4726 0.8319
*
```

## Properties
M   92.12 g/mol
Lowest unoccupied orbital energy (alpha / beta)   -4.6 / -4.6 eV
F_max   0.1363 Eh/bohr
Electronic energy   -286.399410 a.u.
E_HOMO (alpha / beta)   -12.441 / -12.439 eV
ΔE to the lowest compared entry with this formula, charge and spin   619.2 kJ/mol
Orbital gap (alpha / beta)   7.87 / 7.86 eV

=====

(8)
Below is C29H35ClN2O4V as an isolated structure, with properties calculated with ωB97M-V/def2-TZVPD.

ORCA input file:
```
! RIJCOSX wB97M-V def2-TZVPD def2/J DEFGRID3
* xyz 2 2
V -0.1758 -1.0127 -0.9232
Cl 0.2787 0.6161 6.0254
C -0.0526 0.1038 4.4320
C -1.3550 -0.2288 4.0615
C -1.6011 -0.6258 2.7718
C -0.5680 -0.6861 1.8247
O -0.8868 -1.0316 0.5704
C 0.7587 -0.3581 2.1938
C 1.7388 -0.3418 -0.2429
O 1.4114 -1.5658 -0.8622
C 0.9824 0.0259 3.5058
H -2.1533 -0.1825 4.7890
H -2.6021 -0.8668 2.4360
H 2.6491 0.0180 -0.7394
H 1.9925 0.2310 3.8373
C 0.2590 6.5858 2.5151
C 1.6109 6.0174 2.0803
N 1.6535 4.5541 2.0880
C 1.6700 3.9018 3.3959
C 2.9868 4.0321 4.1599
C 1.3377 3.9355 0.9174
O 0.9026 4.5272 -0.0555
C 1.5907 2.4550 0.7586
C 2.7965 1.8876 1.2943
C 3.0098 0.5863 1.5858
C 1.9869 -0.4791 1.2783
N 0.6779 0.6173 -0.5898
C 0.6563 1.8368 -0.0884
H 0.3085 7.6730 2.5250
H -0.0123 6.2580 3.5186
H -0.5175 6.2830 1.8130
H 2.3971 6.3789 2.7431
H 1.8212 6.3460 1.0667
H 1.4027 2.8561 3.2706
H 0.8835 4.3585 4.0012
H 3.8428 3.7028 3.5707
H 2.9356 3.4244 5.0642
H 3.1640 5.0608 4.4677
H 3.5698 2.6047 1.5383
H 3.9542 0.2800 2.0192
H 2.4176 -1.4721 1.4282
H -0.1573 2.4675 -0.4348
C -1.1422 -1.1473 -6.0084
C -0.6365 -1.4910 -4.6078
C 0.9005 -1.5847 -4.5915
C -1.2380 -2.7736 -4.0758
C -1.4877 -3.8701 -4.8754
C -2.0402 -5.0238 -4.3413
C -2.4373 -5.0632 -3.0099
C -2.2424 -3.9906 -2.1628
C -2.7863 -4.0365 -0.7473
C -1.6646 -4.3029 0.2709
C -3.6545 -2.8112 -0.4182
C -1.5437 -2.8734 -2.6951
O -1.0664 -1.8966 -1.8906
H -0.8743 -0.1196 -6.2508
H -2.2259 -1.2418 -6.0727
H -0.6934 -1.7935 -6.7629
H -0.9383 -0.6786 -3.9350
H 1.2263 -2.4445 -5.1764
H 1.2885 -1.7012 -3.5764
H 1.3349 -0.6874 -5.0333
H -1.2505 -3.8274 -5.9299
H -2.1948 -5.8896 -4.9708
H -2.9272 -5.9489 -2.6263
H -3.4603 -4.8932 -0.7045
H -0.7977 -3.6607 0.1089
H -1.3180 -5.3318 0.1842
H -2.0282 -4.1562 1.2887
H -3.1121 -1.8713 -0.4606
H -4.0725 -2.9184 0.5829
H -4.4830 -2.7455 -1.1233
*
```

## Properties
M   562.01 g/mol
Lowest unoccupied orbital energy (alpha / beta)   -8.3 / -9.5 eV
F_max   0.0729 Eh/bohr
Electronic energy   -2940.088585 a.u.
E_HOMO (alpha / beta)   -14.551 / -14.250 eV
ΔE to the lowest compared entry with this formula, charge and spin   397.5 kJ/mol
Orbital gap (alpha / beta)   6.22 / 4.72 eV